Density functional theory data (ωB97M-V with the def2-TZVPD basis set) for a single C20H14O5 molecule at a distorted geometry.

Atoms and positions in Å:
O -1.49661 4.87622 0.27617
C -1.08824 3.87131 -0.27297
O -0.11653 3.82926 -1.22638
C 0.15633 2.44788 -1.45452
C -0.86835 1.63649 -0.65157
C -1.53976 2.67009 0.26332
C -2.46790 2.14673 1.13157
C -2.49796 0.61008 1.19407
C -2.88110 0.06930 -0.20930
C -1.55226 0.26485 -0.93329
C -1.37018 -0.32739 -2.32088
C -0.09387 -0.81984 -2.69072
C 1.05889 -0.77382 -1.77621
C 0.95606 -0.35604 -0.44605
C 2.28039 -0.53505 0.19205
C 2.23507 -1.72236 1.18533
C 1.72976 -3.10851 1.09898
C 1.91359 -3.70137 2.35026
O 2.39108 -2.84379 3.17238
C 2.63270 -1.62401 2.52593
O 3.24717 -1.06741 -0.73610
C 2.53423 -1.16865 -1.94158
O 2.99344 -1.42242 -3.08051
C -0.32406 0.33624 0.04385
C -0.99120 0.15799 1.39846
H 1.15925 2.15848 -0.94861
H 0.10344 2.27674 -2.52422
H -3.16758 2.81240 1.66450
H -3.20598 0.18850 1.92537
H -3.11566 -1.06316 -0.18397
H -3.76231 0.64396 -0.63321
H -2.24206 -0.62700 -2.90175
H 0.04207 -1.28599 -3.61660
H 2.69585 0.38425 0.59408
H 1.33846 -3.59366 0.15705
H 1.61843 -4.72255 2.65103
H 2.98663 -0.66103 2.88360
H -0.48599 0.88494 2.02346
H -0.80523 -0.84165 1.81697

Structure (SMILES)   O=C1OC[C@@]23C1=C[C@H]1C[C@@]24C=CC2=C([C@@H](c5ccoc5)OC2=O)[C@]43C1
HOMO level   -0.3224 Eh
Multiplicity   1
HOMO-LUMO gap   0.308 Eh

Density functional theory data (ωB97M-V with the def2-TZVPD basis set) for a molecular structure, C20H14O5S2Sc at a distorted geometry.

Atoms and positions in Å:
Sc -0.92134 0.07101 0.32988
O 0.60439 -1.38488 1.95573
C 0.57917 -1.76304 0.78610
O -0.53582 -1.77736 0.12176
C 1.80443 -2.07434 -0.00447
C 2.64649 -3.13730 0.27686
C 3.75964 -3.37627 -0.51491
C 4.03342 -2.52497 -1.57829
C 3.20891 -1.44671 -1.84911
C 2.07425 -1.19696 -1.06931
S 1.08590 0.21614 -1.38120
H 2.42050 -3.78234 1.11796
H 4.40450 -4.21991 -0.30335
H 4.89939 -2.70538 -2.20527
H 3.42081 -0.77018 -2.66744
S -3.48166 0.07216 0.16809
C -3.90455 -1.42569 -0.66093
C -3.09345 -1.99503 -1.64957
C -3.41424 -3.22217 -2.20570
C -4.57827 -3.88356 -1.83866
C -5.43831 -3.28069 -0.93180
C -5.10611 -2.06875 -0.34785
H -2.20629 -1.47395 -1.98023
H -2.74951 -3.66404 -2.93873
H -4.81472 -4.85066 -2.26513
H -6.37609 -3.76083 -0.67561
H -5.76851 -1.60423 0.37176
O 0.53461 3.27337 3.55855
C 1.02632 3.88690 2.45864
C 1.91823 4.95188 2.56407
C 2.37757 5.60318 1.43257
C 1.95889 5.19677 0.17452
C 1.08019 4.13397 0.06219
C 0.61086 3.46676 1.18820
C -0.25714 2.27456 0.97448
O -0.30970 1.33751 1.82918
O -0.88568 2.14300 -0.11294
H 0.98362 3.60084 4.34202
H 2.25758 5.26394 3.54666
H 3.07328 6.42658 1.53526
H 2.32573 5.69859 -0.71100
H 0.75270 3.77209 -0.90296

HOMO level   -0.1694 Eh
Total charge   -1
Multiplicity   1
ΔE to the lowest compared entry with this formula, charge and spin   0.6624 eV
HOMO-LUMO gap   0.263 Eh

Density functional theory data (ωB97M-V with the def2-TZVPD basis set) for a molecular structure, C20H15BrCsIN3O4 at a distorted geometry.

Atoms and positions in Å:
Cs -1.36616 1.24848 -0.90011
C 2.67351 2.96367 -0.35075
C 2.72094 2.08924 0.86622
N 3.74686 2.19052 1.67207
C 3.79853 1.40051 2.76944
C 2.85133 0.45794 3.07300
C 3.06131 -0.38920 4.29971
O 3.49845 -1.71719 3.99946
C 1.73098 0.30584 2.21632
C 0.78896 -0.75214 2.44711
N -0.28104 -0.95484 1.76982
C -1.17969 -1.94535 2.08442
C -1.58080 -2.23312 3.39947
C -2.55371 -3.17982 3.66455
C -3.16289 -3.87421 2.62909
C -2.78215 -3.61443 1.31902
C -1.81448 -2.66231 1.05881
I -1.21705 -2.31419 -0.93396
C 1.61122 1.17577 1.08263
O 0.63300 1.15965 0.28492
H 3.61005 3.50949 -0.44004
H 1.84319 3.67083 -0.28609
H 2.50662 2.35778 -1.24375
H 4.65876 1.55754 3.41459
H 2.13999 -0.50572 4.87058
H 3.79111 0.11056 4.94629
H 4.16457 -1.64725 3.30842
H 1.06088 -1.46764 3.23468
H -1.12399 -1.67655 4.20876
H -2.84920 -3.36950 4.68958
H -3.93100 -4.60805 2.83622
H -3.24512 -4.14977 0.50096
Br 0.17809 -1.57173 -4.77922
C -0.91588 -0.05164 -5.15936
C -1.30585 0.17391 -6.46576
C -2.09387 1.29582 -6.69255
C -2.43910 2.10632 -5.62763
C -2.00494 1.76547 -4.34888
N -1.24146 0.69107 -4.12794
C -2.41273 2.61911 -3.14035
O -1.97521 3.77655 -3.12654
O -3.12583 2.02525 -2.30498
H -1.00314 -0.49185 -7.25986
H -2.42792 1.52693 -7.69664
H -3.03515 2.99824 -5.76172

HOMO level   -0.1717 Eh
Total charge   -1
Multiplicity   1
ΔE to the lowest compared entry with this formula, charge and spin   1.6639 eV
HOMO-LUMO gap   0.256 Eh

Density functional theory data (ωB97M-V with the def2-TZVPD basis set) for a molecular structure, C20H15BrCsIN3O4.

Atoms and positions in Å:
Cs -0.56890 0.98425 0.44414
C 4.22878 3.02511 1.25199
C 4.10302 2.06135 2.39068
N 5.04127 2.02643 3.29229
C 4.92215 1.14333 4.31898
C 3.87718 0.27294 4.44891
C 3.89976 -0.67791 5.61352
O 4.10862 -2.03999 5.22361
C 2.83316 0.27134 3.47710
C 1.76858 -0.68607 3.61131
N 0.78077 -0.85058 2.80072
C -0.16233 -1.82588 3.13866
C -0.82067 -1.82769 4.37168
C -1.80499 -2.76119 4.65472
C -2.15576 -3.71437 3.71120
C -1.51292 -3.73122 2.48162
C -0.53080 -2.79603 2.19854
I 0.43776 -2.82478 0.35234
C 2.90303 1.21385 2.40460
O 2.04409 1.37264 1.50581
H 5.16051 3.57934 1.34263
H 3.38146 3.71389 1.23794
H 4.19670 2.49586 0.29725
H 5.71832 1.15812 5.05574
H 2.95954 -0.66790 6.16900
H 4.69027 -0.36724 6.30395
H 4.66550 -2.02144 4.43816
H 1.85210 -1.35947 4.46918
H -0.55968 -1.06421 5.09384
H -2.30625 -2.73484 5.61416
H -2.93145 -4.43848 3.92348
H -1.77506 -4.46961 1.73551
Br 0.89572 -1.58624 -3.34743
C -0.29260 -0.16479 -3.83602
C -0.42171 0.12799 -5.18124
C -1.25568 1.19042 -5.50475
C -1.88601 1.88604 -4.49117
C -1.70602 1.47800 -3.17334
N -0.90964 0.44798 -2.85329
C -2.37722 2.24887 -2.02781
O -2.18547 3.47568 -2.06510
O -2.98038 1.55809 -1.17928
H 0.11118 -0.44134 -5.92743
H -1.39268 1.47294 -6.54152
H -2.50669 2.74928 -4.68367

HOMO level   -0.1723 Eh
Total charge   -1
Multiplicity   1
ΔE to the lowest compared entry with this formula, charge and spin   0.0000 eV
HOMO-LUMO gap   0.253 Eh

Density functional theory data (ωB97M-V with the def2-TZVPD basis set) for a molecular structure, C20H15BrI2IrN2O3 at a distorted geometry.

Atoms and positions in Å:
Ir -0.76081 0.28560 -0.14746
I 3.65406 2.48353 -6.14450
C 2.46793 2.29543 -4.44589
C 1.55781 3.29639 -4.10532
C 0.79554 3.13407 -2.98020
I -0.60468 4.57174 -2.41488
C 0.89738 1.95904 -2.13856
O 0.19350 1.90896 -1.08756
C 1.82126 0.92964 -2.54941
C 1.91906 -0.42444 -1.88138
N 1.50253 -0.44894 -0.47865
C 1.68810 -1.75103 0.16322
C 0.78716 -1.92397 1.36620
C 0.88195 -3.06113 2.15123
C -0.02423 -3.24800 3.18191
C -0.97846 -2.27015 3.42465
C -0.99306 -1.14948 2.62057
N -0.13479 -0.98789 1.60507
C 2.58766 1.13175 -3.66501
H 1.45185 4.17782 -4.72122
H 2.94790 -0.78656 -1.98939
H 1.27817 -1.12115 -2.43087
H 2.02158 0.25369 0.04091
H 2.73024 -1.90828 0.45614
H 1.43939 -2.53613 -0.55592
H 1.65017 -3.79475 1.94389
H 0.00418 -4.15045 3.77701
H -1.70332 -2.37231 4.21882
H -1.71325 -0.35613 2.76891
H 3.29525 0.36722 -3.96072
Br -1.23122 -5.23210 -4.89835
C -1.91638 -3.97487 -3.65599
C -1.10026 -3.54623 -2.62201
C -1.59107 -2.62233 -1.71312
C -2.88354 -2.11824 -1.83140
C -3.69846 -2.59320 -2.85072
C -3.21580 -3.51061 -3.77197
C -3.46317 -1.05686 -0.87966
O -4.63719 -0.79524 -0.96323
O -2.64334 -0.49801 -0.02269
H -0.10153 -3.95544 -2.52899
H -0.97245 -2.32984 -0.87276
H -4.71429 -2.23020 -2.92275
H -3.84649 -3.86024 -4.57774

HOMO level (spin up / spin down)   -0.4147 / -0.4149 Eh
Total charge   +1
Multiplicity   5
ΔE to the lowest compared entry with this formula, charge and spin   0.3028 eV
Expectation value of S²   6.034
HOMO-LUMO gap (spin up / spin down)   0.312 / 0.178 Eh

Density functional theory data (ωB97M-V with the def2-TZVPD basis set) for a molecular structure, C20H15Cl2N7O4Ru at a distorted geometry.

Atoms and positions in Å:
Ru 0.30181 -0.24356 -0.07228
O -1.98091 -3.05905 1.70219
C -1.38339 -2.33028 0.95898
N -0.23114 -1.60329 1.23723
C 0.47899 -1.65794 2.42938
O 0.29585 -2.39210 3.36282
C 1.59086 -0.60894 2.46854
C 2.37552 -0.44565 3.58614
C 3.37599 0.52041 3.54853
C 3.55979 1.26450 2.39708
C 2.73017 1.04233 1.30719
N 1.76097 0.13167 1.36209
C -1.87379 -2.08231 -0.46462
C -2.88708 -2.85123 -0.98737
C -3.24742 -2.65445 -2.31563
C -2.57241 -1.70649 -3.06159
C -1.56759 -0.96369 -2.46110
N -1.23931 -1.13716 -1.18239
H 2.20022 -1.07712 4.44604
H 4.01255 0.67858 4.40870
H 4.34062 2.00847 2.32650
H 2.83405 1.56633 0.36611
H -3.35714 -3.59161 -0.35531
H -4.03569 -3.24508 -2.76264
H -2.80483 -1.53984 -4.10384
H -1.00756 -0.21762 -3.00573
N -2.13955 2.70341 1.55840
C -2.18086 1.89371 2.67245
C -1.43465 0.80182 2.37856
N -0.92618 0.93236 1.09531
C -1.38613 2.08866 0.63718
C -0.96820 2.46824 -0.69078
N -0.08839 1.65848 -1.23009
C 0.17419 2.13990 -2.48868
C -0.56969 3.26201 -2.69132
N -1.29829 3.46368 -1.53566
H -2.58544 3.60079 1.46979
H -2.73346 2.16073 3.55506
H -1.27127 -0.05781 3.00005
H 0.91225 1.67817 -3.12220
H -0.64280 3.93149 -3.52974
H -1.95288 4.21096 -1.37934
Cl 1.84508 -2.68151 -0.59923
C 2.52075 -2.13448 -2.15015
Cl 1.43395 -2.57502 -3.48409
C 2.70685 -0.62472 -2.11384
O 3.62762 -0.14099 -2.72977
O 1.82589 0.06059 -1.44959
H 3.46203 -2.64536 -2.30731

HOMO level (spin up / spin down)   -0.4178 / -0.4350 Eh
Total charge   +1
Multiplicity   2
ΔE to the lowest compared entry with this formula, charge and spin   0.9938 eV
Expectation value of S²   0.754
HOMO-LUMO gap (spin up / spin down)   0.303 / 0.304 Eh